The following is a DFT calculation (wB97M-V/def2-TZVPD) of C17H23N3O3 in the gas phase.

Geometry as XYZ:
```
46
Properties=species:S:1:pos:R:3:mulliken_charge:R:1
C 0.29 -0.92 2.04 -0.32
C -0.67 -0.12 1.00 0.29
C -0.52 -0.99 3.41 0.22
C -0.28 -2.43 4.19 -1.34
C -0.34 0.20 4.14 -0.44
C -1.29 0.58 5.32 -1.16
C 0.84 -0.83 -0.87 0.00
C 2.13 0.20 -0.77 0.31
C 0.86 -1.33 -2.39 -0.91
C 0.85 -0.24 -3.27 0.51
C 1.81 0.59 -3.80 -0.68
C -0.38 0.32 -3.68 1.00
C -0.24 1.59 -4.37 -0.46
C -1.59 -0.04 -3.20 -0.65
C -1.30 2.49 -4.75 -0.79
C -2.57 0.87 -3.37 -0.71
C -2.49 2.08 -4.23 -0.37
H 1.63 0.56 2.28 0.28
H 2.35 -0.89 2.48 0.29
H 0.22 -2.04 1.81 0.17
H -1.51 -0.95 3.02 0.35
H -0.71 -2.40 5.24 0.30
H 0.88 -2.84 4.22 0.22
H -0.68 -3.23 3.76 0.54
H -0.27 1.12 3.50 0.30
H 0.70 -0.02 4.63 0.15
H -2.34 0.92 4.96 0.27
H -0.72 1.32 6.01 0.31
H -1.42 -0.37 5.89 0.27
H -0.89 0.50 -0.89 0.25
H 1.17 -1.58 -0.20 0.47
H 1.79 -1.81 -2.65 0.48
H -0.05 -2.05 -2.25 0.18
H 2.88 0.71 -3.82 0.48
H 1.72 2.42 -4.97 0.28
H -1.65 -0.91 -2.59 0.59
H -1.25 3.24 -5.69 0.21
H -3.65 0.91 -3.13 0.27
H -3.38 2.61 -4.40 0.45
H 3.94 0.34 -0.20 0.37
N 1.58 -0.35 1.95 -0.32
N -0.40 -0.20 -0.35 0.08
N 1.20 1.69 -4.39 -0.02
O -1.69 0.35 1.39 -0.65
O 1.95 1.28 -0.26 -0.54
O 3.50 -0.35 -0.74 -0.53
```

Output
- SMILES: CC[C@H](C)[C@H](N)C(=O)N[C@@H](Cc1c[nH]c2ccccc12)C(=O)O
- HOMO level: -8.12 eV
- Energy relative to the best compared isomer or geometry (same formula, charge and spin): 152.2 kcal/mol
- Gap between HOMO and LUMO: 8.699 eV
- LUMO: 0.5784 eV



The following is a DFT calculation (wB97M-V/def2-TZVPD) of C17H23N3O3 in the gas phase.

Geometry as XYZ:
```
46
Properties=species:S:1:pos:R:3:mulliken_charge:R:1
C -0.54 -1.48 1.05 0.65
C -1.35 -1.73 -0.24 -0.10
C 0.59 -0.42 1.08 -0.09
C 1.69 -0.48 0.04 0.21
C 1.72 -1.06 -1.27 -0.88
C 2.95 0.08 0.29 0.58
C 3.84 -0.10 -0.84 0.06
C 3.54 0.75 1.37 -0.13
C 5.20 0.07 -0.90 -1.31
C 4.86 1.00 1.47 -0.98
C 5.69 0.59 0.30 -0.18
C -2.93 0.11 0.13 0.09
C -4.42 -0.28 0.08 0.29
C -2.95 1.56 -0.27 -1.35
C -1.65 2.19 -0.13 1.66
C -1.71 3.67 0.14 -1.68
C -0.62 1.91 -1.30 -1.24
H 0.30 -3.31 1.17 0.27
H -0.80 -3.18 2.13 0.31
H -1.33 -1.00 1.70 -0.07
H 1.09 -0.54 2.16 0.33
H 0.25 0.65 1.12 0.27
H 1.17 -1.63 -1.91 0.66
H 3.43 -1.20 -2.65 0.30
H 2.96 1.01 2.31 0.20
H 5.83 -0.04 -1.72 0.47
H 5.41 1.42 2.29 0.44
H 6.75 0.86 0.53 0.27
H -2.50 -0.80 -1.57 0.31
H -2.55 -0.07 1.20 0.21
H -3.37 1.53 -1.31 0.35
H -3.64 2.16 0.26 0.32
H -1.27 1.82 0.82 -0.06
H -0.70 4.15 0.36 0.35
H -2.44 3.97 1.11 0.29
H -2.15 4.40 -0.56 0.36
H -0.86 2.34 -2.32 0.37
H -0.47 0.84 -1.50 0.20
H 0.39 2.25 -1.04 0.33
H -4.47 0.35 1.79 0.42
N -0.07 -2.59 1.76 -0.76
N 2.97 -0.68 -1.81 -0.13
N -2.08 -0.68 -0.72 0.08
O -1.12 -2.73 -0.87 -0.64
O -4.98 -0.72 -0.94 -0.58
O -5.17 0.10 1.18 -0.48
```

Output
- SMILES: CC(C)C[C@H](NC(=O)[C@@H](N)Cc1c[nH]c2ccccc12)C(=O)O
- HOMO level: -7.75 eV
- Energy relative to the best compared isomer or geometry (same formula, charge and spin): 108.2 kcal/mol
- Gap between HOMO and LUMO: 7.979 eV
- LUMO: 0.2312 eV



The following is a DFT calculation (wB97M-V/def2-TZVPD) of C17H23N3O3 in the gas phase.

Geometry as XYZ:
```
46
Properties=species:S:1:pos:R:3:mulliken_charge:R:1
C -3.67 -2.07 1.54 -1.02
H -4.44 -2.80 1.78 0.40
H -3.58 -1.38 2.37 0.32
H -2.73 -2.59 1.40 0.19
C -4.05 -1.34 0.25 -0.73
N -3.03 -0.42 -0.18 0.25
C -2.22 -0.66 -1.23 0.24
O -2.27 -1.65 -1.94 -0.70
C -1.25 0.49 -1.35 0.17
H -0.24 0.13 -1.10 -0.32
C -1.70 1.53 -0.33 0.68
H -2.16 2.38 -0.84 0.37
C -2.77 0.81 0.52 -1.04
H -2.39 0.60 1.53 0.44
H -3.69 1.39 0.62 0.25
C -0.54 2.02 0.54 -1.71
N 0.53 2.59 -0.26 0.32
C 0.28 3.98 -0.58 -1.06
H -0.69 4.07 -1.07 0.28
H 0.29 4.63 0.31 0.38
H 1.05 4.33 -1.28 0.36
C 1.84 2.39 0.33 -0.99
C 2.33 0.99 0.15 0.60
C 3.61 0.57 -0.07 0.51
O 3.60 -0.79 -0.16 -0.43
C 2.31 -1.13 0.00 0.05
N 1.52 -0.11 0.20 -0.24
C 1.88 -2.50 -0.07 0.21
C 0.61 -3.02 -0.10 0.52
C 0.76 -4.42 -0.19 -0.80
C 2.11 -4.64 -0.21 -0.53
O 2.79 -3.49 -0.14 -0.41
H 2.68 -5.55 -0.27 0.49
H -0.02 -5.15 -0.24 0.49
H -0.31 -2.46 -0.08 0.36
C 4.91 1.28 -0.20 -1.51
H 5.62 0.65 -0.73 0.37
H 5.32 1.52 0.78 0.29
H 4.77 2.21 -0.74 0.37
H 1.85 2.65 1.41 0.24
H 2.55 3.05 -0.17 0.34
H -0.13 1.15 1.06 0.68
H -0.91 2.74 1.29 0.32
H -1.22 0.87 -2.37 0.25
H -4.99 -0.80 0.39 0.37
H -4.18 -2.06 -0.56 0.37
```

Output
- SMILES: CCN1C[C@@H](CN(C)Cc2nc(-c3ccco3)oc2C)CC1=O
- HOMO level: -7.82 eV
- Energy relative to the best compared isomer or geometry (same formula, charge and spin): 64.8 kcal/mol
- Gap between HOMO and LUMO: 8.609 eV
- LUMO: 0.7847 eV



The following is a DFT calculation (wB97M-V/def2-TZVPD) of C17H23N3OS in the gas phase.

Geometry as XYZ:
```
45
Properties=species:S:1:pos:R:3:mulliken_charge:R:1
C -4.49 -2.21 0.89 -1.51
C -3.45 -1.13 1.20 0.62
C -4.03 0.27 1.03 -0.64
H -4.88 0.39 1.70 0.40
C -3.01 1.37 1.34 -0.90
N -1.99 1.49 0.32 0.26
C -1.85 2.60 -0.42 0.63
O -2.54 3.59 -0.31 -0.67
C -0.69 2.52 -1.41 -0.61
H -0.74 1.61 -2.01 0.33
H -0.69 3.41 -2.04 0.40
S 0.91 2.50 -0.55 -0.25
C 1.22 0.78 -0.40 0.99
N 0.29 -0.06 -0.78 -0.48
C 0.57 -1.38 -0.74 0.13
N 1.68 -1.90 -0.30 -0.50
C 2.64 -1.07 0.15 -0.16
C 3.84 -1.60 0.65 -0.40
C 4.83 -0.76 1.09 -0.43
C 4.66 0.64 1.05 -0.73
C 3.50 1.18 0.57 -0.73
C 2.47 0.34 0.12 0.58
H 3.35 2.25 0.53 0.37
H 5.45 1.28 1.40 0.40
H 5.75 -1.16 1.48 0.39
H 3.95 -2.67 0.67 0.48
C -0.49 -2.29 -1.28 -0.78
H -1.42 -1.73 -1.40 0.31
C -0.70 -3.52 -0.40 -0.30
C -1.71 -4.48 -1.01 -1.31
H -1.86 -5.34 -0.36 0.34
H -2.67 -3.98 -1.15 0.25
H -1.37 -4.83 -1.98 0.41
H 0.26 -4.02 -0.27 0.40
H -1.05 -3.20 0.59 0.25
H -0.17 -2.62 -2.27 0.47
H -1.39 0.69 0.12 0.04
H -2.53 1.16 2.31 0.32
H -3.50 2.34 1.39 0.45
H -4.39 0.40 0.01 0.28
H -3.11 -1.26 2.23 0.28
H -2.59 -1.26 0.54 -0.50
H -4.07 -3.20 1.02 0.38
H -5.35 -2.11 1.54 0.41
H -4.83 -2.12 -0.14 0.33
```

Output
- SMILES: CCCCNC(=O)CSc1nc(CCC)nc2ccccc12
- HOMO level: -8.75 eV
- Energy relative to the best compared isomer or geometry (same formula, charge and spin): 6.9 kcal/mol
- Gap between HOMO and LUMO: 8.499 eV
- LUMO: -0.2511 eV



The following is a DFT calculation (wB97M-V/def2-TZVPD) of C17H23N5O3S in the gas phase.

Geometry as XYZ:
```
49
Properties=species:S:1:pos:R:3:mulliken_charge:R:1
O 5.03 0.01 1.16 -0.69
O 5.01 -0.41 -1.23 -0.72
N -3.85 -0.61 0.92 -0.35
N -3.56 -1.86 1.03 -0.83
O -2.47 2.31 -2.06 -0.56
C -2.96 0.26 0.26 0.00
C -2.29 -2.26 0.74 0.16
C -4.39 4.42 0.17 -0.41
C -4.64 3.56 1.25 -0.60
C -3.68 3.89 -0.95 -0.36
C -4.22 2.23 1.21 -0.67
C -1.63 -0.15 -0.16 0.34
C -3.08 2.64 -0.89 0.28
C -3.39 1.73 0.19 0.48
C -1.24 -1.51 0.09 0.16
N -2.14 -3.57 0.86 -0.53
N 0.15 -2.02 0.02 0.50
N 3.07 -1.40 0.12 -0.15
C 2.72 -3.37 -1.36 -1.61
C 3.87 2.52 0.47 -1.15
C 0.98 -2.27 1.27 -1.00
C 2.20 -1.29 1.34 -0.47
C 0.87 -1.45 -1.15 -0.99
C 2.40 -1.83 -1.16 0.14
C 3.31 1.43 -0.41 0.02
S 4.22 -0.08 -0.07 1.22
H -3.07 1.71 -2.50 0.33
H -4.78 5.42 0.18 0.39
H -5.29 3.91 2.05 0.35
H -3.56 4.51 -1.80 0.46
H -4.35 1.48 2.02 0.34
H -0.88 0.68 -0.57 0.12
H -3.08 -3.91 0.69 0.33
H -1.47 -3.92 0.20 0.24
H 1.97 -4.15 -1.19 0.30
H 3.59 -3.42 -0.66 0.35
H 3.02 -3.70 -2.38 0.35
H 3.37 3.58 0.39 0.34
H 3.73 2.25 1.53 0.31
H 4.96 2.57 0.33 0.33
H 0.27 -2.17 2.12 0.49
H 1.23 -3.29 1.24 0.31
H 2.62 -1.48 2.38 0.34
H 1.80 -0.30 1.39 0.36
H 0.73 -0.42 -1.29 0.32
H 0.42 -1.95 -1.98 0.43
H 2.87 -1.34 -2.02 0.71
H 2.24 1.31 -0.32 -0.18
H 3.38 1.73 -1.44 0.44
```

Output
- SMILES: CCS(=O)(=O)N1CCN(c2cc(-c3ccccc3O)nnc2N)C[C@@H]1C
- HOMO level: -8.16 eV
- Energy relative to the best compared isomer or geometry (same formula, charge and spin): 94.8 kcal/mol
- Gap between HOMO and LUMO: 8.392 eV
- LUMO: 0.2359 eV



The following is a DFT calculation (wB97M-V/def2-TZVPD) of C17H23N6NiS as an isolated structure.

Geometry as XYZ:
```
48
Properties=species:S:1:pos:R:3:mulliken_charge:R:1
Ni 0.60 -0.05 0.26 -0.05
N 1.63 -3.78 -1.28 -0.41
C 1.14 -2.55 -1.07 0.74
S 2.23 -1.30 -0.52 -0.58
N -0.12 -2.34 -1.28 -0.75
N -0.56 -1.04 -1.07 0.26
C -1.54 -0.76 -1.87 0.58
C -1.90 -1.71 -2.96 -0.03
C -3.17 -2.28 -2.99 0.20
C -3.53 -3.14 -4.01 -0.80
C -2.62 -3.42 -5.03 -0.37
C -1.36 -2.84 -5.01 -0.92
C -1.00 -2.00 -3.97 0.07
C -2.40 0.46 -1.84 -0.09
C -2.97 0.89 -3.04 -0.63
C -3.84 1.97 -3.03 -0.45
C -4.15 2.56 -1.82 -0.74
C -3.54 2.07 -0.68 -0.10
N -2.68 1.06 -0.68 -0.38
H 2.61 -3.96 -1.19 0.20
H 1.04 -4.47 -1.71 0.23
H -3.88 -2.05 -2.20 0.46
H -4.51 -3.60 -4.02 0.42
H -2.90 -4.08 -5.83 0.41
H -0.66 -3.04 -5.81 0.43
H -0.01 -1.55 -3.95 0.46
H -2.72 0.40 -3.97 0.47
H -4.29 2.32 -3.95 0.45
H -4.85 3.39 -1.76 0.40
H -3.76 2.51 0.29 0.40
N -0.58 1.25 1.18 -0.22
C -1.35 0.76 2.36 -0.58
C -0.40 0.41 3.50 -0.91
C 0.55 -0.73 3.12 -0.29
C 1.96 -0.32 2.76 -0.78
N 2.01 0.57 1.55 -0.51
H -0.06 2.07 1.47 0.40
H -1.26 1.55 0.48 0.30
H -1.91 -0.12 2.04 0.33
H -2.07 1.52 2.67 0.43
H -0.99 0.13 4.37 0.36
H 0.15 1.31 3.79 0.37
H 0.13 -1.29 2.28 0.20
H 0.61 -1.46 3.94 0.44
H 2.55 -1.20 2.53 0.41
H 2.44 0.19 3.60 0.43
H 2.93 0.49 1.15 0.39
H 1.91 1.54 1.84 0.31
```

Output
- HOMO level (alpha / beta): -10.87 / -10.86 eV
- Net charge: +1
- Gap between HOMO and LUMO (alpha / beta): 7.775 / 7.869 eV
- LUMO (alpha / beta): -3.0935 / -2.9955 eV



The following is a DFT calculation (wB97M-V/def2-TZVPD) of C17H23NO3 as an isolated structure.

Geometry as XYZ:
```
44
Properties=species:S:1:pos:R:3:mulliken_charge:R:1
C 4.96 2.52 1.12 -1.00
N 3.62 1.78 0.81 0.02
C 2.42 2.35 1.23 0.38
H 2.64 2.88 2.34 0.37
C 1.35 1.51 1.50 -1.69
C 1.25 0.80 0.14 0.39
C 2.61 0.49 -0.53 -1.88
H 2.24 0.40 -1.85 0.24
H 3.00 -0.27 -0.36 1.17
C 3.39 1.72 -0.57 0.18
H 4.46 1.46 -1.35 0.35
C 2.80 3.12 -1.15 -1.20
H 1.87 3.00 -1.68 0.33
H 3.49 3.66 -1.47 0.67
C 2.07 3.64 0.25 -1.29
H 1.15 3.60 0.34 0.79
H 2.49 4.51 0.75 0.39
H 0.61 1.43 -0.44 0.23
O 0.39 -0.51 0.09 -0.32
C -0.24 -0.92 -0.75 0.15
O -0.49 -0.13 -1.84 -0.80
C -0.87 -2.20 -0.41 -0.22
C -2.31 -1.84 0.21 0.65
C -3.08 -0.92 -0.20 0.18
C -4.49 -0.41 0.11 -1.11
C -4.85 -1.23 1.52 -0.45
C -3.99 -2.06 2.24 -0.71
C -2.73 -2.48 1.30 -0.27
H -1.95 -3.18 1.96 0.13
H -4.20 -2.71 3.06 0.41
H -5.72 -0.98 1.91 0.48
H -5.14 0.33 -0.08 0.49
H -2.98 -0.33 -1.18 0.01
H -0.47 -2.60 0.38 1.19
C -1.31 -2.92 -1.61 -0.65
O -2.04 -2.45 -2.81 -0.57
H -1.76 -1.35 -2.91 0.42
H -1.74 -4.07 -1.28 0.25
H -0.30 -3.29 -2.11 0.29
H 2.07 0.48 1.98 0.26
H 0.56 1.57 2.03 0.72
H 5.35 2.53 2.21 0.32
H 5.03 3.68 0.73 0.23
H 5.82 2.15 0.78 0.47
```

Output
- HOMO level: -8.48 eV
- Energy relative to the best compared isomer or geometry (same formula, charge and spin): 466.7 kcal/mol
- Gap between HOMO and LUMO: 8.983 eV
- LUMO: 0.5022 eV



The following is a DFT calculation (wB97M-V/def2-TZVPD) of C17H23NO3S as an isolated structure.

Geometry as XYZ:
```
45
Properties=species:S:1:pos:R:3:mulliken_charge:R:1
C 1.60 4.24 -2.34 -1.26
C 2.55 3.34 -1.71 -0.13
H 3.25 3.01 -2.53 0.31
H 3.08 3.86 -0.93 0.35
O 1.96 2.37 -1.29 -0.26
C 1.90 1.27 -2.19 -0.04
O 2.26 1.33 -3.33 -0.55
C 1.11 0.02 -1.60 1.28
C -0.04 -0.50 -2.45 -3.88
N -0.53 -1.70 -1.73 0.22
C -1.69 -2.04 -1.27 0.60
O -2.09 -2.95 -0.81 -0.46
C -2.70 -0.48 -1.03 -1.30
H -2.86 -0.40 -2.09 0.73
H -3.66 -0.93 -0.65 0.43
S -1.82 0.77 -0.18 -0.22
C -1.76 0.36 1.62 0.82
C -1.22 1.23 2.41 -0.61
C -1.31 0.81 3.73 -0.39
C -1.42 -0.43 4.21 0.99
C -2.06 -1.24 3.25 -0.75
C -1.99 -1.12 1.90 -0.35
H -2.51 -1.90 1.28 0.27
H -2.11 -2.37 3.67 0.15
C -1.61 -0.71 5.50 -1.78
H -0.49 -0.32 6.11 0.24
H -1.40 -1.57 5.94 0.60
H -2.26 -0.32 6.18 0.40
H -0.65 1.67 4.39 0.09
H -1.01 2.18 2.07 0.53
C 0.38 -2.89 -1.78 -0.80
C 1.55 -2.31 -0.92 -0.53
C 2.26 -1.17 -1.39 -0.93
H 3.09 -0.65 -0.73 0.34
H 2.71 -1.24 -2.40 0.41
H 2.34 -3.40 -0.87 0.28
H 1.13 -2.16 0.12 0.27
H 0.17 -3.81 -1.21 0.38
H 0.80 -3.08 -2.77 0.39
H -0.63 0.13 -2.55 1.95
H 0.49 -0.77 -3.20 0.66
H 1.12 0.17 -0.58 0.62
H 1.18 3.87 -3.33 0.28
H 2.08 5.36 -2.69 0.26
H 0.78 4.49 -1.81 0.40
```

Output
- HOMO level: -7.60 eV
- Energy relative to the best compared isomer or geometry (same formula, charge and spin): 318.4 kcal/mol
- Gap between HOMO and LUMO: 8.249 eV
- LUMO: 0.6526 eV



The following is a DFT calculation (wB97M-V/def2-TZVPD) of C17H24As2N2O4PdSe as an isolated structure.

Geometry as XYZ:
```
51
Properties=species:S:1:pos:R:3:mulliken_charge:R:1
Pd -0.04 -0.02 -0.32 0.15
C -3.49 0.60 0.99 -1.30
As -1.80 -0.25 1.36 1.17
C -2.28 -1.95 2.13 -1.12
C -1.04 0.73 2.84 0.54
C -1.87 1.36 3.75 -0.62
C -1.33 2.03 4.84 -0.75
C 0.04 2.07 5.02 -0.81
C 0.88 1.44 4.10 -0.46
C 0.34 0.77 3.01 0.07
As 1.53 -0.06 1.73 0.84
C 2.22 -1.61 2.65 -1.06
C 3.05 1.13 1.61 -1.38
H -4.16 0.46 1.83 0.45
H -3.93 0.14 0.10 0.40
H -3.33 1.66 0.80 0.41
H -2.80 -1.76 3.06 0.43
H -1.39 -2.55 2.32 0.34
H -2.94 -2.50 1.45 0.42
H -2.95 1.33 3.64 0.34
H -1.98 2.53 5.54 0.42
H 0.47 2.59 5.86 0.43
H 1.95 1.48 4.26 0.33
H 2.64 -1.26 3.60 0.40
H 3.00 -2.07 2.05 0.42
H 1.43 -2.32 2.84 0.35
H 3.55 1.16 2.57 0.50
H 2.72 2.14 1.35 0.46
H 3.74 0.76 0.85 0.40
O 3.23 2.04 -1.94 -0.40
C 2.23 1.49 -1.68 0.62
O 1.63 0.41 -1.79 -0.59
C 0.98 2.80 -0.63 0.51
O 1.41 3.88 -0.73 -0.36
O 0.06 2.12 -0.15 -0.55
C -1.65 -2.63 -2.84 -0.82
N -0.68 -2.05 -3.76 0.18
C -0.01 -2.75 -4.72 -0.32
C 0.76 -1.86 -5.41 -0.29
N 0.52 -0.62 -4.87 0.17
C 1.14 0.63 -5.33 -0.78
C -0.35 -0.75 -3.86 -0.11
Se -1.02 0.67 -2.84 0.13
H -1.65 -3.71 -2.98 0.31
H -2.65 -2.24 -3.05 0.37
H -1.37 -2.39 -1.81 0.27
H -0.12 -3.81 -4.85 0.45
H 1.44 -2.00 -6.23 0.47
H 1.63 0.43 -6.28 0.33
H 1.87 0.96 -4.60 0.28
H 0.37 1.38 -5.47 0.37
```

Output
- HOMO level (alpha / beta): -13.62 / -15.02 eV
- Energy relative to the best compared isomer or geometry (same formula, charge and spin): 0.0 kcal/mol
- Net charge: +2
- Gap between HOMO and LUMO (alpha / beta): 8.294 / 5.805 eV
- Multiplicity: 5
- LUMO (alpha / beta): -5.3275 / -9.2157 eV



The following is a DFT calculation (wB97M-V/def2-TZVPD) of C17H24AsBrN2O2SSiV as an isolated structure.

Geometry as XYZ:
```
50
Properties=species:S:1:pos:R:3:mulliken_charge:R:1
V 0.45 -0.64 -0.81 0.24
C 1.01 4.08 2.60 -1.01
Si -0.75 3.49 2.45 0.01
C -1.59 4.20 0.94 -0.97
C -1.74 3.91 3.97 -1.09
C -0.70 1.58 2.34 0.26
C -1.05 0.79 3.44 -0.08
C -0.98 -0.60 3.40 -0.88
C -0.57 -1.20 2.23 -0.62
N -0.23 -0.47 1.17 0.12
C -0.28 0.87 1.23 0.60
S 0.31 1.55 -0.31 -0.30
H 1.05 5.17 2.68 0.36
H 1.60 3.80 1.72 0.33
H 1.50 3.66 3.48 0.35
H -1.79 5.26 1.13 0.36
H -2.55 3.72 0.74 0.32
H -0.98 4.13 0.05 0.33
H -1.86 4.99 4.03 0.33
H -1.26 3.59 4.90 0.34
H -2.75 3.48 3.94 0.35
H -1.38 1.26 4.35 0.39
H -1.25 -1.20 4.25 0.43
H -0.49 -2.28 2.13 0.50
Br 6.63 -4.73 -1.06 -0.14
C 5.36 -3.82 -2.11 -0.07
C 5.49 -3.81 -3.50 -0.11
N 4.63 -3.19 -4.30 -0.60
C 3.61 -2.56 -3.75 -0.25
C 3.40 -2.52 -2.38 0.07
C 4.30 -3.17 -1.53 -0.25
C 2.25 -1.81 -1.83 1.43
O 2.03 -1.77 -0.55 -1.06
O 1.41 -1.19 -2.56 -0.71
H 6.32 -4.32 -3.97 0.39
H 2.92 -2.06 -4.42 0.46
H 4.16 -3.15 -0.46 0.53
C -2.62 -2.88 -1.55 -1.14
As -1.98 -1.05 -1.58 0.61
C -2.36 -0.47 -3.38 -1.11
C -3.26 -0.10 -0.49 -1.01
H -3.66 -2.90 -1.88 0.40
H -2.55 -3.28 -0.54 0.37
H -2.02 -3.49 -2.21 0.39
H -3.41 -0.66 -3.61 0.40
H -1.72 -1.01 -4.08 0.37
H -2.15 0.60 -3.46 0.34
H -4.27 -0.29 -0.87 0.45
H -3.04 0.96 -0.53 0.26
H -3.19 -0.44 0.54 0.32
```

Output
- HOMO level (alpha / beta): -11.88 / -11.89 eV
- Energy relative to the best compared isomer or geometry (same formula, charge and spin): 0.7 kcal/mol
- Net charge: +1
- Gap between HOMO and LUMO (alpha / beta): 7.738 / 8.448 eV
- Multiplicity: 3
- LUMO (alpha / beta): -4.1464 / -3.4417 eV